Computed, not measured: 4 unconnected molecules or ions with the total composition CH10O3S in a non-equilibrium geometry, with the ωB97M-V functional and the def2-TZVPD basis.

```
15
CH10O3S | OMol25 | the ωB97M-V functional and the def2-TZVPD basis
C 0.5828 -1.3583 1.7188
S 1.2305 -0.6877 3.2028
H 0.3268 -0.4897 1.1087
H -0.3153 -1.9314 1.7526
H 1.2801 -1.8903 1.0724
H 1.7041 -1.7843 3.8098
H 0.5166 -3.1146 -2.7238
H 0.3900 -1.6440 -2.2610
O 0.2839 -2.5577 -1.9770
H -1.7136 0.8471 -1.6456
H -0.6300 1.8812 -1.3745
O -0.7579 0.9642 -1.6752
H -1.7151 4.1512 -0.3835
H -0.1979 4.0765 -0.3877
O -0.9850 3.5377 -0.2367
```

energy above the lowest of the compared OMol25 structures with the same formula, charge and spin	9.7	kcal per mole
gap between HOMO and LUMO	9.11	eV
E_tot	-667.9813	a.u.
HOMO	-0.31933	Eh
M	102.2	Da


Computed, not measured: a molecular structure, C8H5MnN2O5 in a non-equilibrium geometry, with the ωB97M-V functional and the def2-TZVPD basis.

```
21
C8H5MnN2O5 | OMol25 | the ωB97M-V functional and the def2-TZVPD basis
O 3.0607 -1.9543 -1.6824
C 1.9916 -1.9244 -1.2853
Mn 0.3403 -0.0465 -0.0863
O 3.1937 0.9147 -0.2074
C 2.1139 0.5093 -0.0940
C -0.5009 1.4304 0.5733
O -0.9430 2.4577 0.9183
C -1.0619 -1.3391 -0.1139
O -2.1807 -1.5485 0.1917
C 0.0634 0.4760 -1.7896
O -0.1441 0.8785 -2.8555
H -0.1205 -1.8559 -0.6444
N 1.5076 -1.6370 3.5401
C 0.2471 -1.1940 3.9264
C -0.3179 -0.6331 2.8143
N 0.6240 -0.6617 1.7749
C 1.6986 -1.3038 2.2390
H 2.1916 -2.1059 4.1236
H -0.1724 -1.3365 4.9108
H -1.2893 -0.1917 2.6779
H 2.6172 -1.5639 1.7057
```

energy above the lowest of the compared OMol25 structures with the same formula, charge and spin	3.0	kcal per mole
gap between HOMO and LUMO (alpha / beta)	8.50 / 6.34	eV
E_tot	-1943.7573	a.u.
spin multiplicity	5
HOMO (alpha / beta)	-0.63095 / -0.64203	Eh
M	264.1	Da
<S²>	6.050
net charge	+2


Computed, not measured: C2H4ClOPS in the gas phase in a non-equilibrium geometry, with the ωB97M-V functional and the def2-TZVPD basis.

```
10
C2H4ClOPS | OMol25 | the ωB97M-V functional and the def2-TZVPD basis
C -0.0847 -0.6108 1.2163
C -0.1475 -0.4030 -1.2228
O 2.5924 -2.0562 -0.2067
P 1.2924 -0.5891 -0.0429
S -1.0404 0.4691 0.0524
Cl 2.1764 1.1029 0.0746
H -0.7975 -1.5317 1.1773
H -0.0192 -0.1557 2.1632
H 0.0784 0.1549 -2.0838
H -0.6020 -1.5040 -1.2562
```

energy above the lowest of the compared OMol25 structures with the same formula, charge and spin	84.1	kcal per mole
gap between HOMO and LUMO	9.64	eV
E_tot	-1353.4772	a.u.
HOMO	-0.34091	Eh
M	142.5	Da